#P
{
  "formula": "C9H16N2O2",
  "method": "wB97M-V/def2-TZVPD",
  "smiles": "O=c1cc[nH]c(=O)[nH]1.CCCCC",
  "orbital_gap_ev": 10.0,
  "e_homo_ev": -9.56,
  "species": ["C", "C", "C", "C", "C", "C", "C", "C", "C", "H", "H", "H", "H", "H", "H", "H", "H", "H", "H", "H", "H", "H", "H", "H", "H", "N", "N", "O", "O"],
  "positions_angstrom": [[-5.7823, -2.2187, 1.6086], [-4.3408, -1.9767, 1.1219], [-4.4473, -0.7625, 0.1756], [-2.8827, -0.4161, 0.0191], [-2.4514, 0.7926, -0.6835], [2.8512, -0.6425, -0.5212], [2.5734, -0.3784, 0.8457], [2.4134, 0.8771, 1.2993], [3.0835, 1.8171, -0.8567], [-5.9487, -1.1675, 2.1228], [-6.3612, -2.1945, 0.6933], [-5.8296, -3.1668, 2.2645], [-3.8926, -2.8610, 0.5416], [-3.6070, -1.7166, 1.8686], [-5.0757, -0.9838, -0.7379], [-4.9580, -0.0928, 0.8664], [-2.2371, -1.2268, -0.3701], [-2.8857, -0.2568, 1.2850], [-2.6183, 1.7692, -0.2479], [-1.2973, 0.5801, -1.2388], [-3.1158, 0.8331, -1.6236], [3.4637, 0.3765, -2.2627], [2.2206, -1.1906, 1.5016], [2.1361, 0.9979, 2.3254], [2.6121, 2.9124, 0.7569], [3.0292, 0.4762, -1.3186], [2.7282, 1.9574, 0.5048], [2.8984, -1.7589, -0.9911], [3.4754, 2.7341, -1.5216]],
  "lowdin_charge": [-0.123, -0.352, -0.236, -0.308, -0.177, -0.508, -0.014, -0.069, -0.477, 0.103, 0.053, 0.095, 0.129, 0.072, 0.125, 0.087, 0.105, 0.155, 0.051, 0.143, 0.080, 0.185, 0.129, 0.120, 0.144, 0.197, 0.124, 0.071, 0.095]
}

=====

#Q
{
  "formula": "C9H16N2O2",
  "method": "wB97M-V/def2-TZVPD",
  "smiles": "O=c1cc[nH]c(=O)[nH]1.CCCCC",
  "orbital_gap_ev": 9.4,
  "e_homo_ev": -9.72,
  "species": ["C", "C", "C", "C", "C", "C", "C", "C", "C", "H", "H", "H", "H", "H", "H", "H", "H", "H", "H", "H", "H", "H", "H", "H", "H", "N", "N", "O", "O"],
  "positions_angstrom": [[-0.0072, -1.4291, -1.5082], [1.4340, -1.4851, -1.4714], [1.9219, -1.4305, -0.1396], [-0.3132, -1.0577, 1.0167], [1.9771, 1.6591, 1.4735], [0.4646, 1.9956, 1.3932], [-0.0190, 1.8840, -0.0787], [-1.5077, 1.8093, -0.0774], [-2.2498, 1.6212, -1.3894], [-1.7320, -1.1652, -0.3434], [1.9936, -1.4029, -2.3756], [3.0370, -1.7762, 0.1931], [1.6164, -1.1068, 1.9443], [2.1773, 0.6885, 0.8468], [2.6452, 2.4748, 0.9996], [2.2875, 1.5258, 2.5177], [0.3285, 3.0387, 1.6573], [-0.0575, 1.3654, 2.2305], [0.1418, 2.7012, -0.7727], [0.2619, 0.9340, -0.4591], [-2.0461, 2.8334, 0.0377], [-1.8071, 1.0425, 0.7765], [-2.1537, 0.6988, -2.0111], [-3.3717, 1.6153, -0.8011], [-2.0824, 2.4432, -2.2024], [-0.7589, -1.2690, -0.2130], [1.0857, -0.9466, 1.0144], [-0.7510, -1.5967, -2.4554], [-0.9654, -1.1285, 2.0604]],
  "lowdin_charge": [-0.408, 0.010, -0.001, -0.595, -0.142, -0.246, -0.236, -0.354, -0.154, 0.138, 0.106, 0.170, 0.188, 0.054, 0.092, 0.060, 0.096, 0.133, 0.123, 0.060, 0.127, 0.129, 0.042, 0.140, 0.098, 0.192, 0.048, 0.071, 0.057]
}

=====

#P wins, 0.936 eV ahead of the next structure.